ORCA calculation (ωB97M-V with the def2-TZVPD basis set) on a cluster of 2 separate species, C4H12N2S in total.

```
19
Properties=species:S:1:pos:R:3
C 0.064 0.190 1.036
N -0.948 -0.556 0.365
C -2.027 0.305 -0.221
N -2.320 0.025 -1.601
C 1.373 -0.588 1.078
C 2.274 -0.241 -0.140
S 1.395 -0.263 -1.729
H 0.294 1.096 0.295
H -0.239 0.560 2.009
H -0.407 -0.942 -0.439
H -1.742 1.353 -0.147
H -2.922 0.176 0.393
H -2.704 -0.906 -1.733
H -1.449 0.051 -2.122
H 1.882 -0.336 2.017
H 1.115 -1.653 1.080
H 2.699 0.758 0.006
H 3.114 -0.935 -0.130
H 0.549 1.904 -0.017
```

Calculated values
* Kohn-Sham gap: 5.65 eV
* HOMO energy: -0.277 Ha

***

ORCA calculation (ωB97M-V with the def2-TZVPD basis set) on a cluster of 2 separate species, C4H12N2S in total.

```
19
Properties=species:S:1:pos:R:3
C 0.651 -1.142 -1.905
C 0.034 -0.097 -0.992
C 0.852 0.017 0.385
S 2.493 0.579 0.048
N -1.286 -0.394 -0.727
C -2.030 0.710 -0.255
N -2.409 0.427 1.161
H 0.102 -1.208 -2.843
H 1.675 -0.825 -2.125
H 0.622 -2.134 -1.457
H 3.445 0.013 3.394
H 0.348 0.712 1.055
H 0.870 -0.958 0.873
H 3.200 0.096 2.667
H 0.114 0.893 -1.456
H -1.478 1.660 -0.300
H -2.974 0.822 -0.789
H -1.901 -0.381 1.479
H -2.330 1.211 1.788
```

Calculated values
* Kohn-Sham gap: 5.26 eV
* HOMO energy: -0.308 Ha

***

ORCA calculation (ωB97M-V with the def2-TZVPD basis set) on a cluster of 2 separate species, C4H12N2S in total.

```
19
Properties=species:S:1:pos:R:3
C -0.436 -1.953 0.949
C 0.279 -0.557 0.719
C -0.857 0.486 -0.011
S -2.397 0.466 0.790
N 1.368 -0.855 -0.160
C 2.367 0.127 -0.104
N 2.278 1.222 -1.267
H -0.290 -2.336 1.975
H -1.440 -2.061 0.555
H 0.188 -2.631 0.407
H -5.353 1.720 -0.457
H -0.243 1.391 -0.089
H -0.972 -0.014 -0.959
H -5.784 2.235 -0.807
H 0.606 -0.070 1.691
H 2.448 0.854 0.717
H 3.379 -0.341 -0.254
H 1.668 0.886 -2.019
H 3.193 1.432 -1.674
```

Calculated values
* Kohn-Sham gap: 5.45 eV
* HOMO energy: -0.310 Ha

***

ORCA calculation (ωB97M-V with the def2-TZVPD basis set) on a cluster of 2 separate species, C4H12N2S in total.

```
19
Properties=species:S:1:pos:R:3
C -0.184 0.773 0.701
N 0.798 -0.134 0.059
C 2.085 -0.194 0.709
N 2.903 -1.191 0.104
C -1.264 1.156 -0.344
C -1.835 -0.051 -1.219
S -2.024 -1.608 -0.086
H -0.619 0.372 1.647
H 0.454 1.695 0.867
H 0.252 -0.987 -0.018
H 1.959 -0.565 1.790
H 2.478 0.867 0.594
H 2.656 -1.142 -0.884
H 2.684 -2.156 0.421
H -2.036 1.730 0.132
H -0.722 1.756 -1.124
H -2.860 0.158 -1.511
H -1.224 -0.157 -2.096
H -3.501 -0.321 0.259
```

Calculated values
* Kohn-Sham gap: 7.52 eV
* HOMO energy: -0.325 Ha

***

ORCA calculation (ωB97M-V with the def2-TZVPD basis set) on the ion C4H12N2S with charge +1.

```
19
Properties=species:S:1:pos:R:3
N -1.533 0.515 0.345
C -0.088 0.540 0.622
C 0.403 0.342 2.080
S 0.457 2.001 2.935
C 0.600 -0.508 -0.342
N -0.028 -0.391 -1.607
C 0.228 -1.257 -2.713
H -2.044 1.067 1.013
H -1.852 -0.399 0.210
H 0.200 1.590 0.303
H -0.328 -0.307 2.624
H 1.369 -0.177 2.150
H -0.779 2.176 3.595
H 0.414 -1.511 0.102
H 1.712 -0.235 -0.384
H 0.067 0.643 -1.907
H 0.839 -0.512 -3.184
H -0.597 -1.512 -3.384
H 0.960 -2.065 -2.457
```

Calculated values
* multiplicity: 2
* Kohn-Sham gap (spin up / spin down): 9.28 / 4.85 eV
* HOMO energy (spin up / spin down): -0.461 / -0.460 Ha
* charge: +1

***

ORCA calculation (ωB97M-V with the def2-TZVPD basis set) on a cluster of 2 separate species, C4H12N2Si in total.

```
19
Properties=species:S:1:pos:R:3
C -0.361 -3.241 -0.265
C -0.617 -1.999 -0.546
Si -1.607 -0.755 0.456
N -1.159 0.759 0.145
C -1.987 1.853 0.468
H -0.006 -4.007 -1.053
H -0.351 -3.604 0.736
H -0.449 -1.670 -1.536
H -3.050 -0.798 0.665
H -2.796 1.579 1.120
H -1.326 2.678 0.946
H -2.430 2.240 -0.407
C 2.529 1.220 0.366
N 2.176 0.329 -0.749
H 3.228 2.005 0.034
H 1.657 1.790 0.703
H 3.009 0.707 1.130
H 1.221 0.086 -0.604
H 2.320 0.828 -1.609
```

Calculated values
* SMILES: C=C/[SiH]=N/C.CN
* Kohn-Sham gap: 8.29 eV
* HOMO energy: -0.321 Ha

***

Values of max |F|, in order: 5.283 4.033 4.919 5.158 3.080 3.283, all in eV/Å.